# C23H58F2N8O17S2

10 unconnected molecules or ions with the total composition C23H58F2N8O17S2 at a distorted geometry (ωB97M-V/def2-TZVPD, the Open Molecules 2025 dataset).

```
110
Properties=species:S:1:pos:R:3:forces:R:3
N -0.488 0.776 -0.622 -5.05 -1.68 5.48
S 0.615 0.107 -1.361 8.66 -1.40 -7.94
O 0.268 -0.906 -2.335 -0.34 1.82 1.69
O 1.908 0.049 -0.690 -2.45 -0.17 0.12
F 0.793 1.463 -2.199 0.01 0.07 -0.84
S -0.707 -0.442 0.518 -2.93 -1.78 5.36
O -0.162 -1.758 0.334 0.09 1.79 -0.92
O -2.014 -0.426 1.131 -0.04 1.04 -2.09
F 0.104 0.142 1.810 0.46 0.28 -1.46
C -2.426 -2.268 5.700 0.93 0.80 0.69
C -1.808 -1.252 4.773 -2.65 0.04 3.69
O -1.429 -1.478 3.644 1.94 -0.24 -3.49
N -1.491 0.178 5.324 0.90 -1.29 -0.44
H -2.040 0.744 4.693 0.93 0.62 -0.96
H -1.980 0.442 6.168 0.47 -0.58 1.07
C 0.045 0.390 5.345 -1.07 1.18 -1.06
H -1.982 -2.268 6.695 0.65 -0.14 0.20
H -2.185 -3.217 5.221 -0.63 -0.12 0.26
H -3.460 -2.114 6.009 -0.49 -0.30 -0.78
H 0.564 -0.213 6.091 -0.60 0.43 0.38
H 0.174 1.472 5.344 0.48 -0.03 0.91
H 0.473 0.112 4.382 -0.67 -0.47 -0.15
C 2.004 -3.050 5.275 0.38 0.03 -0.97
C 1.188 -4.204 4.618 0.35 1.32 4.33
O 0.365 -4.735 5.346 1.80 0.27 -4.05
N 1.577 -4.603 3.141 -1.91 -0.13 1.19
H 2.525 -4.934 3.030 0.62 0.04 0.23
H 0.982 -5.417 3.089 -0.21 -0.76 -0.70
C 1.152 -3.613 2.039 0.42 -0.83 0.87
H 3.088 -3.147 5.324 0.16 -0.85 -0.40
H 1.739 -2.904 6.322 -0.61 -0.19 -0.32
H 1.921 -2.121 4.710 -0.54 0.09 -0.05
H 1.896 -2.817 2.038 -0.54 0.21 0.16
H 0.133 -3.378 2.347 0.16 0.68 -0.45
H 1.239 -4.140 1.089 -0.09 -0.09 -0.18
C 0.096 4.293 -4.734 -0.48 -0.12 -0.05
C -0.256 3.526 -5.961 1.37 -2.55 1.28
O -0.077 2.338 -6.009 -0.90 1.44 -1.06
N -0.764 4.271 -7.161 -1.59 -1.00 1.15
H 0.004 4.828 -7.507 0.07 0.84 -0.40
H -1.029 3.594 -7.862 0.43 -0.61 -0.49
C -2.065 5.003 -6.804 0.99 1.64 -1.29
H -0.741 4.916 -4.419 0.41 0.57 -0.06
H 1.048 4.789 -4.921 -0.06 0.54 0.18
H 0.279 3.553 -3.955 0.12 -0.03 -0.16
H -2.768 4.455 -6.177 0.63 -0.22 0.03
H -2.534 5.249 -7.756 -0.14 -0.22 0.05
H -1.724 5.967 -6.424 -0.47 -0.17 0.55
C -2.223 0.831 -4.303 -0.62 -0.42 1.01
C -2.888 0.368 -3.018 0.70 -5.35 -1.97
O -3.173 -0.822 -2.770 0.56 5.06 -0.15
N -3.030 1.385 -1.986 -1.74 0.05 0.85
H -2.258 1.257 -1.347 0.73 -0.96 1.12
H -2.849 2.345 -2.239 -0.24 0.28 -1.06
C -4.423 1.302 -1.342 0.82 0.93 0.82
H -2.927 1.428 -4.882 -0.03 0.15 -0.04
H -1.940 -0.054 -4.873 0.13 0.17 0.08
H -1.361 1.430 -4.007 0.21 -0.01 -0.28
H -4.260 1.182 -0.271 -0.09 -0.07 -0.10
H -5.019 0.475 -1.728 0.33 0.29 -0.27
H -4.818 2.303 -1.517 -0.60 -0.41 0.02
C 5.914 -2.860 1.232 -0.74 0.17 0.32
C 5.210 -2.343 -0.020 0.28 -1.41 -2.26
O 5.308 -2.760 -1.139 0.04 0.83 2.13
N 4.263 -1.116 0.119 1.43 -1.28 2.31
H 3.367 -1.309 -0.305 -0.37 -0.27 -2.07
H 3.909 -1.044 1.061 0.64 0.12 0.92
C 4.925 0.158 -0.290 -1.58 -0.09 -1.95
H 6.509 -2.087 1.718 0.11 0.05 -0.17
H 6.487 -3.779 1.111 0.20 0.41 -0.86
H 5.188 -3.189 1.975 -0.49 0.35 0.07
H 4.893 0.062 -1.375 0.18 0.44 -0.12
H 5.969 0.323 -0.026 -0.42 -0.26 0.79
H 4.147 0.884 -0.053 0.91 0.66 0.01
C 0.976 4.640 -1.041 -0.33 -1.28 -0.37
C 0.251 4.246 0.219 0.18 2.06 1.39
O -0.232 5.105 0.918 0.09 -2.46 -0.75
N 0.447 2.818 0.868 0.38 2.48 1.04
H -0.030 2.829 1.758 -0.29 0.60 0.47
H 0.057 2.005 0.414 -0.06 -0.12 -1.18
C 1.912 2.584 1.112 -0.29 -0.96 -0.37
H 0.282 5.230 -1.641 0.12 0.34 0.27
H 1.347 3.831 -1.669 0.30 -0.17 0.31
H 1.821 5.235 -0.696 0.03 0.12 -0.24
H 2.232 2.245 0.127 1.05 0.41 0.14
H 1.939 1.744 1.807 0.22 0.05 -0.08
H 2.429 3.436 1.552 -0.25 0.09 -0.41
C -3.343 -3.224 0.272 -1.12 0.17 1.23
C -3.973 -3.107 1.644 4.40 0.25 2.13
O -3.337 -3.267 2.682 -3.35 0.35 -2.79
N -5.384 -2.509 1.707 0.59 2.28 1.45
H -5.886 -2.375 0.841 0.01 -0.85 -0.57
H -5.864 -3.156 2.316 -0.74 0.05 0.46
C -5.396 -0.984 2.258 -0.04 -0.95 0.28
H -3.868 -4.054 -0.199 0.32 0.14 -0.72
H -2.269 -3.366 0.400 -0.28 -0.26 -0.08
H -3.514 -2.245 -0.176 -0.08 -0.20 -0.64
H -6.346 -0.730 2.728 -0.33 -0.55 -0.49
H -5.226 -0.353 1.386 0.14 -0.24 0.18
H -4.678 -0.810 3.059 0.53 -0.59 -0.43
O 3.314 1.126 -3.314 -2.13 -3.62 1.16
C 3.773 2.332 -3.063 2.04 2.67 -1.95
O 3.816 2.817 -1.949 -1.50 -0.53 4.62
O 4.235 2.933 -4.015 0.22 1.09 -3.20
H 3.082 1.013 -4.238 0.68 0.30 -0.19
O 2.290 -2.575 -1.665 0.40 3.25 2.00
C 2.172 -3.833 -1.977 0.67 -4.88 -1.29
O 2.536 -4.761 -1.296 1.68 -1.34 5.06
O 1.719 -4.069 -3.076 -2.32 1.26 -3.87
H 1.748 -2.374 -2.432 -0.25 1.84 -0.83
```
Forces are in eV/Å.

Properties
⟨S²⟩: 0.753
Net charge: +3
Orbital gap (alpha / beta): 3.09 / 3.64 eV
Spin multiplicity: 2

# C7H10

A single C7H10 molecule (ωB97M-V/def2-TZVPD, the Open Molecules 2025 dataset).

```
17
Properties=species:S:1:pos:R:3:forces:R:3
C 1.392 -0.018 1.298 -0.02 0.09 0.20
C 1.991 -0.236 -0.067 0.08 -0.11 -0.19
C 0.514 -0.008 0.088 0.00 0.04 0.09
C -0.251 1.204 -0.443 0.04 0.13 0.00
C -1.552 0.444 -0.152 -0.24 0.20 0.07
C -1.679 -0.788 -0.992 0.00 -0.06 -0.15
C -0.767 -0.820 0.194 0.08 -0.26 0.18
H 1.585 0.879 1.881 0.10 -0.03 -0.21
H 1.269 -0.921 1.894 0.07 0.23 0.01
H 2.511 0.627 -0.481 -0.10 -0.21 -0.03
H 2.453 -1.184 -0.324 -0.23 0.02 0.10
H -0.094 2.127 0.122 -0.09 -0.14 0.00
H -0.087 1.408 -1.510 -0.03 0.00 0.19
H -2.392 0.871 0.385 0.08 -0.15 -0.11
H -1.305 -0.838 -2.013 0.04 0.13 0.15
H -2.610 -1.331 -0.833 0.21 0.07 -0.09
H -0.947 -1.488 1.032 0.00 0.04 -0.18
```
Forces are in eV/Å.

Properties
Net charge: 0
Orbital gap: 10.28 eV

# C4H12

2 unconnected molecules or ions with the total composition C4H12 at a distorted geometry (ωB97M-V/def2-TZVPD, the Open Molecules 2025 dataset).

```
16
Properties=species:S:1:pos:R:3:forces:R:3
C -0.142 0.056 2.423 0.09 0.32 0.12
C -0.797 0.967 1.396 -0.06 0.23 -0.39
H -0.128 0.489 3.431 -0.42 -0.01 -0.03
H -0.638 -0.913 2.441 0.20 -0.17 0.16
H 0.927 -0.040 2.222 -0.01 -0.38 -0.35
H -1.829 1.229 1.624 -0.03 0.15 0.36
H -0.870 0.527 0.390 0.10 0.30 1.09
H -0.201 1.881 1.296 -0.19 0.06 -0.02
C -0.283 -0.508 -1.774 -0.80 0.31 -0.26
C 1.211 -0.515 -2.036 0.59 0.13 0.08
H -0.454 -0.131 -0.763 0.16 -0.99 -0.72
H -0.895 0.159 -2.395 0.62 0.43 -0.19
H -0.813 -1.440 -1.976 0.37 -0.38 0.49
H 1.731 -1.417 -1.706 -0.34 -0.26 0.09
H 1.699 0.269 -1.448 -0.13 0.18 -0.19
H 1.507 -0.379 -3.074 -0.16 0.08 -0.24
```
Forces are in eV/Å.

Properties
⟨S²⟩: 0.750
Net charge: -1
Orbital gap (alpha / beta): 2.76 / 11.67 eV
Spin multiplicity: 2

# C17H16B11BaBr6ClN3O3

A molecular structure, C17H16B11BaBr6ClN3O3 at a distorted geometry (ωB97M-V/def2-TZVPD, the Open Molecules 2025 dataset).

```
58
Properties=species:S:1:pos:R:3:forces:R:3
Ba 0.114 0.722 -0.209 -0.48 -2.43 0.37
Cl 3.172 7.354 -2.570 -0.02 -0.12 0.05
C 2.771 5.851 -1.884 0.07 0.11 -0.04
C 3.786 4.903 -1.635 0.07 -0.02 0.00
C 3.458 3.710 -1.079 0.04 -0.03 -0.04
C 2.091 3.378 -0.746 -0.03 0.27 0.06
O 1.827 2.278 -0.219 1.41 1.48 -0.11
C 1.056 4.378 -1.013 0.20 0.21 -0.11
C -0.364 4.206 -0.707 -0.27 -0.06 0.15
N -0.913 3.103 -0.377 -0.01 0.66 -0.08
C -2.309 3.001 -0.177 -0.24 0.25 -0.07
C -3.214 3.754 -0.894 0.10 -0.11 0.10
C -4.596 3.624 -0.683 -0.08 -0.01 0.01
C -5.072 2.741 0.245 0.00 0.04 -0.03
C -4.181 1.929 0.981 0.10 0.01 -0.05
C -4.630 0.994 1.945 0.09 -0.04 0.05
C -3.725 0.227 2.619 -0.13 0.02 -0.04
C -2.360 0.373 2.313 0.01 0.07 -0.03
N -1.907 1.237 1.430 -0.08 0.13 0.29
C -2.788 2.030 0.761 -0.30 0.12 0.04
C 1.433 5.582 -1.563 -0.14 -0.10 0.07
H 4.810 5.147 -1.883 0.00 0.00 0.00
H 4.204 2.958 -0.858 0.00 0.00 -0.01
H -0.948 5.128 -0.779 -0.05 -0.02 0.01
H -2.861 4.441 -1.653 0.02 0.00 0.00
H -5.278 4.228 -1.264 0.00 -0.01 0.01
H -6.135 2.641 0.419 0.00 0.01 -0.01
H -5.692 0.900 2.132 0.00 0.00 0.00
H -4.028 -0.500 3.359 -0.02 0.00 0.00
H -1.623 -0.255 2.805 -0.01 0.00 -0.04
H 0.696 6.351 -1.759 -0.02 -0.02 0.01
Br 1.444 -0.981 2.255 0.05 -0.04 0.10
B 1.494 -2.730 1.328 -0.04 -0.03 -0.09
B 2.098 -4.175 2.138 -0.05 -0.02 -0.10
C 2.721 -5.109 0.863 -0.05 0.05 -0.01
B 3.021 -3.442 0.800 -0.09 -0.06 -0.03
B 2.699 -4.392 -0.676 -0.09 0.01 0.08
B 1.579 -5.706 -0.250 -0.02 0.09 0.04
B 1.208 -5.573 1.488 0.00 0.08 -0.06
B 0.367 -4.037 1.768 0.02 -0.01 -0.03
Br -0.969 -3.777 3.162 0.03 0.00 -0.04
B 0.041 -4.999 0.280 0.02 0.01 0.01
Br -1.673 -5.864 -0.015 0.08 0.04 0.01
B 0.971 -4.254 -1.073 0.00 -0.01 0.01
Br 0.324 -4.242 -2.908 0.03 0.00 0.07
B 1.868 -2.863 -0.406 -0.05 0.00 0.06
Br 2.317 -1.272 -1.507 0.10 -0.21 -0.09
B 0.223 -3.234 0.183 0.05 0.06 0.03
Br -1.363 -2.125 -0.206 -0.11 -0.28 -0.02
H 2.560 -4.211 3.219 0.02 0.01 0.03
H 3.561 -5.747 1.092 0.00 0.00 0.00
H 4.090 -2.987 0.991 0.03 0.02 0.01
H 3.562 -4.568 -1.456 0.03 0.00 -0.02
H 1.710 -6.766 -0.742 0.01 -0.03 -0.02
H 1.090 -6.544 2.139 0.00 -0.02 0.02
O -0.895 0.116 -2.715 -0.29 -0.14 -0.51
N -0.702 1.016 -3.468 0.11 0.04 0.13
O -0.139 2.051 -3.342 0.01 0.06 -0.16
```
Forces are in eV/Å.

Properties
Net charge: +1
Orbital gap (alpha / beta): 4.85 / 5.61 eV

# C4H7FS

A molecular structure, C4H7FS at a distorted geometry (ωB97M-V/def2-TZVPD, the Open Molecules 2025 dataset).

```
13
Properties=species:S:1:pos:R:3:forces:R:3
C 0.336 1.357 -0.092 1.39 -0.97 -0.57
C -0.176 -0.023 -0.487 -2.02 -2.63 2.63
C 0.885 -1.046 0.153 0.62 0.68 1.78
C -1.427 -0.217 0.264 -3.32 -0.85 -1.70
H -0.211 1.983 -0.925 1.68 -0.19 2.12
H -0.037 1.517 1.064 1.27 0.20 -3.04
H 1.613 0.931 -0.271 -3.77 3.42 0.75
H -0.576 -0.250 -1.497 1.68 0.30 0.04
H 0.746 -2.259 0.391 0.43 3.20 -1.91
H 1.232 -0.680 1.347 -0.95 -0.60 -3.68
H -1.352 -0.375 1.313 0.00 0.15 1.01
F 1.909 -0.576 -0.797 0.74 -3.08 1.30
S -2.943 -0.361 -0.464 2.27 0.38 1.27
```
Forces are in eV/Å.

Properties
Net charge: 0
Orbital gap: 8.42 eV

# HNO2S

A single HNO2S molecule at a distorted geometry (ωB97M-V/def2-TZVPD, the Open Molecules 2025 dataset).

```
5
Properties=species:S:1:pos:R:3:forces:R:3
N -0.325 -0.376 -0.530 0.93 -4.87 0.19
O 0.410 -1.179 0.461 -0.15 2.57 -0.61
O -1.098 0.590 0.100 0.83 1.87 -0.20
S -0.063 1.501 -0.865 -0.83 1.38 0.87
H 1.077 -0.536 0.835 -0.78 -0.95 -0.25
```
Forces are in eV/Å.

Properties
⟨S²⟩: 2.011
Net charge: 0
Orbital gap (alpha / beta): 8.32 / 7.39 eV
Spin multiplicity: 3

# C3H6S3

A molecular structure, C3H6S3 at a distorted geometry (ωB97M-V/def2-TZVPD, the Open Molecules 2025 dataset).

```
12
Properties=species:S:1:pos:R:3:forces:R:3
C -0.032 1.543 0.674 2.50 -3.19 -0.02
C -1.700 -0.350 -0.036 1.22 -1.87 -0.49
C 1.232 -1.225 -0.687 0.91 1.74 0.78
H 0.985 1.146 0.130 -2.16 2.25 1.81
H -0.194 2.562 0.920 0.71 1.00 0.10
H -0.085 0.876 1.627 -0.30 1.34 -1.75
H 0.815 -1.252 -1.833 1.85 -0.15 2.88
H 2.133 -2.163 -0.207 -3.31 3.07 -1.92
H 1.724 0.013 -0.351 -1.11 -4.42 -1.52
S -1.301 1.161 -0.531 0.14 2.83 -0.45
S -3.195 -0.870 -0.051 -1.86 -0.89 0.21
S -0.383 -1.442 0.345 1.42 -1.72 0.38
```
Forces are in eV/Å.

Properties
Net charge: 0
Orbital gap: 8.00 eV

What are the energy relative to the best compared isomer or geometry (same formula, charge and spin) values for these records? In order: 65.5, 255.6, 56.1, 25.4, 487.0, 271.3, 380.3 kJ/mol.